Formula: C11H24O4Si
Source: OMol25
Level of theory: ωB97M-V with the def2-TZVPD basis set

Results
Charge: 0
HOMO: -9.39 eV

Structure (XYZ):
```
40
C11H24O4Si, DFT ωB97M-V with the def2-TZVPD basis set
C -2.27198 -1.07722 3.18810
C -3.03533 0.19363 2.97631
O -3.30968 0.42261 1.59856
C -2.24835 1.14149 1.07281
O -1.30274 1.58256 1.69608
C -2.29132 1.36803 -0.42279
C -1.10403 0.72892 -1.18711
C 0.11081 1.63575 -1.17617
Si 1.49812 0.42577 -1.51579
C 3.02033 1.46477 -1.82400
O 1.22483 -0.49860 -2.89319
C 1.65616 -1.82637 -2.99134
C 0.61858 -2.79406 -2.46076
O 1.61534 -0.47234 -0.08717
C 2.08948 0.12344 1.11924
C 1.07046 -0.06933 2.22535
H -2.88984 -1.92204 2.87136
H -1.97687 -1.22764 4.24306
H -1.36227 -1.04076 2.60670
H -2.53719 1.10022 3.34850
H -3.98314 0.14962 3.50578
H -3.26085 0.96631 -0.77562
H -2.31011 2.43774 -0.62028
H -0.89250 -0.20616 -0.65698
H -1.39493 0.48715 -2.21399
H 0.06251 2.42106 -1.92913
H 0.23181 2.07593 -0.18860
H 3.10501 1.51926 -2.91368
H 3.92444 1.05266 -1.41924
H 2.83244 2.46373 -1.48078
H 2.57934 -1.85549 -2.42665
H 1.85851 -2.08594 -4.01435
H -0.30653 -2.72057 -3.05123
H 0.36797 -2.59722 -1.41374
H 0.93384 -3.82694 -2.51972
H 2.22473 1.19482 0.87957
H 3.05631 -0.31161 1.38253
H 0.17131 0.55583 2.05144
H 1.52242 0.14081 3.20502
H 0.70290 -1.11983 2.21191
```

Mulliken population analysis, charges in e, atoms 1 to 6:
1 C -0.578
2 C -0.221
3 O -0.385
4 C 0.632
5 O -0.668
6 C -0.890

Formula: C2HO4S
Source: OMol25
Level of theory: ωB97M-V with the def2-TZVPD basis set

Results
Charge: -1
2S+1: 3
HOMO (alpha / beta): -1.88 / -5.29 eV

Structure (XYZ):
```
8
C2HO4S, DFT ωB97M-V with the def2-TZVPD basis set
C 0.82906 0.37791 0.08629
C -1.64651 0.21240 -0.06403
O -0.26687 1.04666 -0.17271
O -2.48245 1.03383 0.08815
O -1.64369 -0.96297 -0.24617
O 2.47073 -1.55977 0.01355
S 0.99664 -1.22568 -0.10170
H 1.74309 1.07762 0.39662
```

Mulliken population analysis, charges in e, atoms 1 to 6:
1 C -0.137
2 C 0.673
3 O -0.337
4 O -0.613
5 O -0.594
6 O -0.521

Formula: C4H5B
Source: OMol25
Level of theory: ωB97M-V with the def2-TZVPD basis set

Results
Charge: 0
HOMO (alpha / beta): -7.09 / -8.33 eV

Structure (XYZ):
```
10
C4H5B, DFT ωB97M-V with the def2-TZVPD basis set
B -1.98492 1.06370 -0.03096
C -1.32444 -0.14342 0.32506
C 2.06315 1.01252 0.36914
C 0.04146 -0.62553 0.18858
C 1.21467 0.02647 -0.05654
H -2.63460 2.00243 -0.48825
H -1.90228 -0.99473 0.70577
H 2.83419 1.28842 -0.41769
H -0.00141 -1.71473 0.39983
H 1.99118 -0.37971 -0.85456
```

Mulliken population analysis, charges in e, atoms 1 to 6:
1 B 0.012
2 C -0.184
3 C -0.482
4 C -0.176
5 C 0.010
6 H 0.022

Formula: ClH3S
Source: OMol25
Level of theory: ωB97M-V with the def2-TZVPD basis set

Results
Charge: 0
HOMO: -9.65 eV

Structure (XYZ):
```
5
ClH3S, DFT ωB97M-V with the def2-TZVPD basis set
Cl 0.18281 1.54082 -1.02840
H -0.50759 2.44780 -1.61269
S -0.38429 -1.69900 0.89305
H 0.90300 -1.86200 1.23780
H -0.19393 -0.42762 0.51023
```

Computed Mulliken charges, given in elementary charges:
1 Cl -0.237
2 H 0.248
3 S -0.232
4 H 0.143
5 H 0.079

Formula: C14H26LuN5
Source: OMol25
Level of theory: ωB97M-V with the def2-TZVPD basis set

Results
Charge: +2
HOMO: -15.41 eV

Structure (XYZ):
```
46
C14H26LuN5, DFT ωB97M-V with the def2-TZVPD basis set
C 0.77130 0.10251 3.06903
H 1.35098 0.79442 3.71417
H 0.32634 -0.69559 3.69719
H -0.07116 0.68347 2.67366
C 1.70693 -0.56765 2.03174
H 1.15155 -1.10983 1.19642
H 2.38488 0.14697 1.52017
C 2.49023 -1.69144 2.76555
H 3.29061 -2.11250 2.14605
H 2.91757 -1.29558 3.69866
H 1.77789 -2.48425 3.01999
C -1.35718 -0.33570 -1.85998
C -0.63186 -1.53410 -1.53221
C -1.06694 -1.96276 -0.22145
C -2.00317 -0.99748 0.26777
C -2.19088 0.00615 -0.73550
C -3.18797 1.09683 -0.66799
C -2.76380 -1.07854 1.53571
C -0.59119 -3.13074 0.57071
C 0.46263 -2.12730 -2.33192
C -1.27079 0.45543 -3.11501
Lu 0.03978 0.13562 -0.10513
H -3.15373 -0.10134 1.84402
H -3.63224 -1.74789 1.42879
H -2.16506 -1.47175 2.36906
H -3.38631 1.38548 0.36963
H -2.85213 1.99390 -1.20196
H -4.15009 0.78458 -1.10592
H -0.25961 0.40506 -3.54773
H -1.97059 0.10194 -3.89010
H -1.52504 1.50681 -2.91820
H 1.10938 -2.74341 -1.70207
H 0.10995 -2.77427 -3.14624
H 1.04272 -1.32667 -2.80094
H -0.44971 -2.86060 1.63044
H -1.31427 -3.96247 0.57035
H 0.36066 -3.52543 0.18898
N 2.47244 4.44774 -2.47722
N 1.92122 3.76916 -1.39867
N 2.59171 3.86215 -0.21491
C 2.12068 2.79437 0.43188
N 1.26696 2.04750 -0.33855
N 1.21022 2.64011 -1.55553
H 1.77696 4.63608 -3.18339
H 2.92167 5.29359 -2.12855
H 2.41847 2.54744 1.43918
```

Mulliken population analysis, charges in e, atoms 1 to 6:
1 C -1.149
2 H 0.411
3 H 0.352
4 H 0.458
5 C 0.487
6 H -0.230

Ordered DFT total energy results: -27866.264 -21113.619 -4897.955 -23406.266 -55994.078; unit eV.